1.
# C3H9N2

2 unconnected molecules or ions with the total composition C3H9N2 in a non-equilibrium geometry (ωB97M-V/def2-TZVPD, OMol25).

CARTESIAN COORDINATES (ANGSTROEM)
N: -1.53 -0.15 0.16
C: -1.56 0.19 -1.10
N: -0.52 0.59 -1.80
H: -0.65 -0.15 0.68
H: -2.39 -0.45 0.58
H: -2.50 0.12 -1.63
H: -0.55 0.55 -2.81
H: 0.36 0.72 -1.33
C: 1.29 -0.12 1.81
C: 1.83 -0.37 0.60
H: 1.29 0.90 2.17
H: 0.79 -0.90 2.37
H: 2.54 0.36 0.23
H: 1.60 -1.29 0.08

E_LUMO ... -3.7 eV
HOMO ... -0.5242 hartree
HOMO-LUMO gap ... 10.6 eV
Total charge ... +1
ΔE to the lowest compared entry with this formula, charge and spin ... 24.2 kcal/mol



2.
# C3H9N2O

2 unconnected molecules or ions with the total composition C3H9N2O (ωB97M-V/def2-TZVPD, OMol25).

CARTESIAN COORDINATES (ANGSTROEM)
C: -1.44 -1.03 -1.97
O: -2.24 0.03 -1.56
H: -1.98 -1.96 -2.20
H: -0.85 -0.76 -2.85
H: -0.73 -1.28 -1.17
C: 0.32 0.88 0.67
C: 1.12 0.25 1.59
N: 2.54 0.20 1.42
N: -1.04 0.95 0.61
H: 0.83 1.39 -0.14
H: 0.70 -0.36 2.39
H: 3.11 0.89 1.88
H: 2.89 -0.05 0.52
H: -1.38 0.50 1.47
H: -1.84 0.34 -0.65

E_LUMO ... 4.3 eV
HOMO ... -0.0754 hartree
HOMO-LUMO gap ... 6.4 eV
Total charge ... -1
ΔE to the lowest compared entry with this formula, charge and spin ... 27.0 kcal/mol



3.
# C3H9N2O

A gas-phase ion, C3H9N2O (charge +1) in a non-equilibrium geometry (ωB97M-V/def2-TZVPD, OMol25).

CARTESIAN COORDINATES (ANGSTROEM)
C: 2.03 -0.24 -0.63
N: 1.15 0.13 0.23
O: 1.06 1.50 0.34
C: 0.17 -0.69 0.78
C: -1.25 -0.46 -0.29
N: -1.65 0.83 -0.16
H: 2.77 0.50 -0.98
H: 2.01 -1.32 -0.73
H: 0.43 1.66 1.03
H: -0.19 -0.51 1.76
H: 0.27 -1.77 0.55
H: -1.75 -1.21 0.16
H: -0.85 -0.80 -1.23
H: -1.63 1.36 -1.02
H: -2.58 1.02 0.20

E_LUMO ... -4.7 eV
SMILES ... C=[N+](O)CCN
HOMO ... -0.4968 hartree
HOMO-LUMO gap ... 8.8 eV
Total charge ... +1
ΔE to the lowest compared entry with this formula, charge and spin ... 106.8 kcal/mol



4.
# C3H9N2O

A gas-phase ion, C3H9N2O (charge +1) in a non-equilibrium geometry (ωB97M-V/def2-TZVPD, OMol25).

CARTESIAN COORDINATES (ANGSTROEM)
C: 1.14 -1.65 -1.15
N: 0.48 -0.69 -0.71
C: 0.49 0.55 -1.51
O: 0.05 -0.61 0.55
C: -0.88 0.52 1.29
N: -0.84 0.31 2.61
H: 1.66 -1.50 -2.07
H: 1.31 -2.54 -0.67
H: -0.54 0.98 -1.48
H: 0.74 0.51 -2.62
H: 1.16 1.19 -1.09
H: -1.79 0.55 0.68
H: -0.23 1.33 1.02
H: -1.24 -0.56 2.97
H: 0.04 0.45 2.92

E_LUMO ... -4.2 eV
SMILES ... C=[N+](C)OCN
HOMO ... -0.5597 hartree
HOMO-LUMO gap ... 11.0 eV
Total charge ... +1
ΔE to the lowest compared entry with this formula, charge and spin ... 104.9 kcal/mol



5.
# C3H9N2O

A gas-phase ion, C3H9N2O (charge +1) in a non-equilibrium geometry (ωB97M-V/def2-TZVPD, OMol25).

CARTESIAN COORDINATES (ANGSTROEM)
C: -1.52 -1.08 -1.32
N: -0.85 -0.59 -0.10
C: 0.43 0.19 -0.27
C: 0.82 0.79 1.17
N: 2.10 1.21 1.35
O: -0.02 1.03 1.96
H: -1.55 -2.23 -1.49
H: -1.34 -0.64 -2.37
H: -2.58 -0.66 -1.20
H: -1.51 0.15 0.35
H: -0.67 -1.46 0.59
H: 0.45 1.01 -0.96
H: 1.30 -0.55 -0.76
H: 2.05 2.00 2.16
H: 2.88 0.81 0.89

E_LUMO ... -3.7 eV
SMILES ... C[NH2+]CC(N)=O
HOMO ... -0.5347 hartree
HOMO-LUMO gap ... 10.8 eV
Total charge ... +1
ΔE to the lowest compared entry with this formula, charge and spin ... 57.9 kcal/mol



6.
# C3H9N2O

A gas-phase ion, C3H9N2O (charge +1) in a non-equilibrium geometry (ωB97M-V/def2-TZVPD, OMol25).

CARTESIAN COORDINATES (ANGSTROEM)
C: -1.48 2.07 0.17
N: -1.14 0.65 -0.06
C: -0.02 0.07 0.07
N: 1.03 0.34 0.77
O: 0.00 -1.38 -0.95
C: 1.06 -2.18 -0.60
H: -0.91 2.51 1.05
H: -1.24 2.54 -0.81
H: -2.50 2.06 0.48
H: -1.82 0.33 -0.82
H: 1.09 0.76 1.69
H: 1.71 -0.43 0.67
H: 0.93 -3.20 -0.96
H: 1.34 -2.23 0.47
H: 1.96 -1.92 -1.17

E_LUMO ... -3.9 eV
SMILES ... CNC(=[NH2+])OC
HOMO ... -0.5492 hartree
HOMO-LUMO gap ... 11.0 eV
Total charge ... +1
ΔE to the lowest compared entry with this formula, charge and spin ... 78.1 kcal/mol



7.
# C3H9N2O

A molecular structure, C3H9N2O in a non-equilibrium geometry (ωB97M-V/def2-TZVPD, OMol25).

CARTESIAN COORDINATES (ANGSTROEM)
C: -0.40 1.60 0.16
C: 0.85 -1.41 0.71
C: -0.27 0.48 -0.70
N: -1.76 -0.59 -0.25
N: 0.85 -0.54 -0.60
O: -2.36 0.02 0.52
H: -0.42 1.34 1.21
H: 0.38 2.42 -0.01
H: -1.36 2.17 -0.20
H: 0.91 -0.80 1.65
H: -0.04 -2.03 0.75
H: 1.68 -2.19 0.66
H: -0.47 0.73 -1.70
H: 0.72 -1.17 -1.42
H: 1.71 -0.03 -0.78

E_LUMO ... -4.4 eV
HOMO ... -0.4882 hartree
HOMO-LUMO gap ... 8.9 eV
Total charge ... +1
ΔE to the lowest compared entry with this formula, charge and spin ... 115.5 kcal/mol



8.
# C3H9N2O

A gas-phase ion, C3H9N2O (charge +1) in a non-equilibrium geometry (ωB97M-V/def2-TZVPD, OMol25).

CARTESIAN COORDINATES (ANGSTROEM)
N: -0.08 -1.61 0.67
C: 0.00 -0.38 0.07
N: -1.54 0.23 -0.64
C: 0.63 0.72 0.81
C: 1.22 0.38 -0.50
O: 2.45 -0.23 -0.59
H: -0.57 -1.66 1.66
H: -0.36 -2.34 0.13
H: -2.34 -0.47 -0.57
H: -1.50 0.39 -1.61
H: -1.76 1.04 -0.03
H: 1.16 0.41 1.69
H: 0.27 1.72 0.96
H: 1.23 1.09 -1.45
H: 2.83 -0.21 0.32

E_LUMO ... -3.5 eV
SMILES ... N[C@@]1([NH3+])C[C@H]1O
HOMO ... -0.5251 hartree
HOMO-LUMO gap ... 10.8 eV
Total charge ... +1
ΔE to the lowest compared entry with this formula, charge and spin ... 79.6 kcal/mol



9.
# C3H9N2O

2 unconnected molecules or ions with the total composition C3H9N2O in a non-equilibrium geometry (ωB97M-V/def2-TZVPD, OMol25).

CARTESIAN COORDINATES (ANGSTROEM)
C: -1.33 0.15 -1.93
C: 0.86 1.24 -1.58
N: -0.04 0.39 -1.25
H: -2.13 0.31 -1.17
H: -1.41 -0.85 -2.38
H: -1.50 0.88 -2.75
H: 0.65 1.88 -2.40
H: 1.74 1.34 -0.90
H: 0.20 -0.21 -0.44
C: 0.37 -0.93 1.88
N: 0.01 0.32 2.23
O: 0.44 -1.34 0.70
H: 0.68 -1.56 2.72
H: -0.44 0.43 3.13
H: -0.45 0.81 1.50

E_LUMO ... -4.6 eV
HOMO ... -0.5443 hartree
HOMO-LUMO gap ... 10.2 eV
Total charge ... +1
ΔE to the lowest compared entry with this formula, charge and spin ... 29.5 kcal/mol



10.
# C3H9N2O

2 unconnected molecules or ions with the total composition C3H9N2O in a non-equilibrium geometry (ωB97M-V/def2-TZVPD, OMol25).

CARTESIAN COORDINATES (ANGSTROEM)
C: -0.71 1.19 0.15
C: -1.18 -0.83 0.11
C: 0.03 -0.07 0.45
N: 1.05 -0.35 1.15
N: -1.97 0.41 0.01
O: 2.00 -0.15 -1.14
H: -0.80 1.87 1.00
H: -0.58 1.89 -0.74
H: -1.18 -1.59 -0.78
H: -1.50 -1.49 1.01
H: 1.90 0.25 1.38
H: 1.25 -1.39 1.41
H: -2.76 0.54 -0.64
H: 1.70 -0.64 -1.87
H: 2.76 0.35 -1.50

E_LUMO ... -4.5 eV
HOMO ... -0.4856 hartree
HOMO-LUMO gap ... 8.7 eV
Total charge ... +1
ΔE to the lowest compared entry with this formula, charge and spin ... 78.5 kcal/mol



11.
# C3H9N2O

2 unconnected molecules or ions with the total composition C3H9N2O in a non-equilibrium geometry (ωB97M-V/def2-TZVPD, OMol25).

CARTESIAN COORDINATES (ANGSTROEM)
C: -1.03 0.16 -0.69
C: -0.97 -1.16 -1.25
C: 1.60 -0.43 1.45
N: 0.53 0.53 1.38
N: -1.72 1.16 -1.10
O: 0.99 1.77 1.18
H: -1.71 -1.44 -2.05
H: -1.10 -1.94 -0.43
H: 0.04 -1.52 -1.67
H: 2.51 0.06 1.82
H: 1.32 -1.20 2.16
H: 1.88 -0.78 0.40
H: -2.34 1.04 -1.93
H: -1.93 1.99 -0.50
H: 1.95 1.75 1.24

2S+1 ... 3
E_LUMO (spin up / spin down) ... -4.7 / -6.1 eV
HOMO (spin up / spin down) ... -0.4618 / -0.5362 hartree
<S²> ... 2.012
HOMO-LUMO gap (spin up / spin down) ... 7.9 / 8.5 eV
Total charge ... +1
ΔE to the lowest compared entry with this formula, charge and spin ... 47.0 kcal/mol



12.
# C3H9N2O2

A gas-phase ion, C3H9N2O2 (charge +1) in a non-equilibrium geometry (ωB97M-V/def2-TZVPD, OMol25).

CARTESIAN COORDINATES (ANGSTROEM)
C: -0.10 1.74 -0.01
C: -0.55 0.41 0.43
O: -1.76 0.10 -0.17
O: -2.03 -1.24 0.15
C: 0.38 -0.73 0.03
N: 1.52 -1.00 0.70
N: 0.11 -1.24 -1.15
H: 0.78 1.84 0.60
H: -0.93 2.39 0.23
H: 0.18 1.69 -1.13
H: -0.71 0.43 1.44
H: -2.58 -1.24 0.88
H: 2.25 -1.67 0.56
H: 1.80 -0.52 1.54
H: 0.79 -1.99 -1.29
H: -0.73 -1.09 -1.51

E_LUMO ... -3.6 eV
SMILES ... C[C@@H](OO)C(N)=[NH2+]
HOMO ... -0.5713 hartree
HOMO-LUMO gap ... 11.9 eV
Total charge ... +1
ΔE to the lowest compared entry with this formula, charge and spin ... 103.3 kcal/mol